(1)
C32H50BN7OPdS | ωB97M-V/def2-TZVPD

XYZ file:
```
93
Properties=species:S:1:pos:R:3
Pd -0.282 -1.345 -1.353
C 4.856 -1.237 -1.240
C 3.584 -2.046 -0.942
C 2.931 -2.490 -2.257
C 2.709 -1.264 0.004
C 3.176 -0.675 1.187
C 2.139 0.090 1.678
C 2.311 1.069 2.814
C 1.334 0.978 3.981
C 2.417 2.503 2.287
N 1.076 -0.083 0.854
N 1.454 -0.900 -0.178
B -0.259 0.746 0.778
N -1.625 -0.010 0.887
N -2.031 -0.641 -0.242
C -3.280 -1.031 -0.108
C -3.734 -0.629 1.156
C -2.666 0.013 1.754
C -2.649 0.552 3.156
C -2.403 2.054 3.276
C -1.699 -0.292 4.010
C -3.996 -1.754 -1.215
C -3.177 -1.772 -2.500
C -5.365 -1.118 -1.467
N -0.261 1.414 -0.627
N -0.229 0.621 -1.720
C -0.311 1.382 -2.802
C -0.397 2.719 -2.401
C -0.370 2.697 -1.013
C -0.492 3.852 -0.063
C 0.605 4.887 -0.314
C -1.882 4.483 -0.174
C -0.324 0.781 -4.178
C -0.404 1.860 -5.253
C 0.885 -0.126 -4.399
H 5.506 -1.803 -1.910
H 5.424 -0.998 -0.341
H 4.597 -0.295 -1.731
H 3.891 -2.932 -0.379
H 1.949 -2.042 -2.427
H 2.777 -3.566 -2.301
H 3.557 -2.202 -3.103
H 4.162 -0.752 1.616
H 3.294 0.804 3.214
H 0.370 1.428 3.744
H 1.747 1.516 4.837
H 1.161 -0.054 4.286
H 1.454 2.851 1.906
H 3.147 2.578 1.481
H 2.721 3.178 3.092
H -0.193 1.555 1.643
H -4.703 -0.790 1.605
H -3.664 0.374 3.523
H -1.389 2.336 2.994
H -2.558 2.371 4.310
H -3.094 2.615 2.642
H -0.701 -0.315 3.570
H -2.045 -1.325 4.051
H -1.627 0.102 5.028
H -4.159 -2.786 -0.889
H -3.088 -0.769 -2.921
H -3.624 -2.432 -3.244
H -2.171 -2.156 -2.295
H -5.249 -0.071 -1.758
H -5.991 -1.147 -0.574
H -5.893 -1.641 -2.266
H -0.476 3.589 -3.032
H -0.385 3.467 0.952
H 0.476 5.354 -1.294
H 1.596 4.430 -0.289
H 0.569 5.676 0.439
H -2.036 4.908 -1.169
H -1.997 5.286 0.558
H -2.666 3.743 -0.001
H -1.228 0.165 -4.250
H 0.477 2.506 -5.220
H -1.288 2.487 -5.132
H -0.446 1.404 -6.243
H 1.816 0.418 -4.219
H 0.900 -0.504 -5.423
H 0.875 -0.988 -3.727
O -0.566 -2.551 1.745
N 0.399 -3.366 1.594
C 1.189 -3.660 2.663
C 2.221 -4.558 2.584
C 2.481 -5.197 1.376
C 1.695 -4.874 0.288
C 0.659 -3.948 0.378
S -0.359 -3.581 -0.988
H 0.897 -3.126 3.554
H 2.807 -4.755 3.471
H 3.281 -5.919 1.282
H 1.864 -5.328 -0.678
```

## Properties
E = -61466.7513 eV

(2)
C7H10ClCrN | ωB97M-V/def2-TZVPD

XYZ file:
```
20
Properties=species:S:1:pos:R:3
C -0.469 0.855 -1.387
C 0.948 0.957 -1.102
C 1.100 1.764 0.099
C -0.199 2.170 0.546
C -1.170 1.629 -0.346
Cr -0.136 -0.198 0.438
N -1.852 -0.695 0.239
C -0.145 -2.124 0.154
C 1.269 -1.643 0.024
H 2.055 2.067 0.527
H 1.744 0.580 -1.715
H -0.408 2.828 1.386
H -2.235 1.796 -0.307
H -0.909 0.396 -2.247
H 1.602 -1.628 -1.000
H -0.347 -2.701 1.031
H -2.413 -1.460 0.874
H 1.863 -1.853 0.892
H -0.463 -2.604 -0.710
Cl 0.166 -0.136 2.604
```

## Properties
⟨S²⟩ = 3.822
E = -49853.1524 eV
total charge = -1
spin multiplicity = 4

(3)
C7H11NO | ωB97M-V/def2-TZVPD

XYZ file:
```
20
Properties=species:S:1:pos:R:3
C -1.353 -1.276 1.233
C -0.826 -0.660 0.181
C -1.273 -0.967 -1.213
C -0.100 0.828 0.416
N -0.860 1.951 -0.016
C 1.209 0.731 -0.307
C 2.449 0.464 0.553
C 1.790 -0.638 -0.158
O 2.014 -1.714 -0.649
H -1.021 -1.067 2.240
H -2.172 -1.974 1.138
H -2.086 -0.326 -1.559
H -1.600 -1.992 -1.374
H -0.481 -0.843 -1.954
H 0.013 0.897 1.501
H -1.742 2.036 0.471
H -1.009 1.971 -1.018
H 1.299 1.225 -1.266
H 2.364 0.527 1.630
H 3.385 0.825 0.150
```

## Properties
SMILES = C=C(C)[C@H](N)[C@H]1CC1=O
E = -10971.7813 eV

F_max for every record listed, in sequence, given in eV/Å: 0.65, 5.73, 2.99.
ΔE to the lowest compared entry with this formula, charge and spin for every record listed, in sequence, given in kJ/mol: 8.0, 0.0, 337.2.